{"formula": "C24H30N6O3S", "method": "ωB97M-V/def2-TZVPD", "spin_multiplicity": 1, "homo_lumo_gap_ev": 9.0, "total_charge": 0, "e_homo_ev": -8.54, "relative_energy_kj_mol": 0.0, "species": ["C", "C", "O", "C", "O", "C", "N", "C", "O", "C", "S", "C", "N", "N", "C", "C", "C", "C", "N", "C", "C", "N", "C", "C", "C", "N", "C", "C", "C", "C", "C", "C", "C", "C", "H", "H", "H", "H", "H", "H", "H", "H", "H", "H", "H", "H", "H", "H", "H", "H", "H", "H", "H", "H", "H", "H", "H", "H", "H", "H", "H", "H", "H", "H"], "positions_angstrom": [[0.514, 4.850, -4.750], [0.942, 3.399, -4.915], [0.358, 2.569, -3.905], [0.965, 2.544, -2.719], [1.967, 3.147, -2.448], [0.214, 1.633, -1.760], [0.522, 1.955, -0.386], [1.167, 1.047, 0.370], [1.528, -0.032, -0.067], [1.356, 1.420, 1.830], [0.833, -0.007, 2.835], [-0.628, -0.348, 1.956], [-1.400, 0.547, 1.396], [-2.368, -0.109, 0.748], [-2.194, -1.394, 0.932], [-3.070, -2.417, 0.385], [-3.532, -2.290, -0.925], [-4.374, -3.268, -1.425], [-4.769, -4.319, -0.726], [-4.348, -4.427, 0.522], [-3.505, -3.511, 1.130], [-1.088, -1.608, 1.714], [-0.343, -2.820, 1.934], [0.450, -3.189, 0.677], [1.542, -4.201, 1.020], [2.419, -3.706, 2.067], [3.154, -4.778, 2.703], [3.322, -2.675, 1.591], [0.097, 3.237, 0.064], [-1.257, 3.475, 0.265], [-1.673, 4.732, 0.665], [-0.750, 5.747, 0.856], [0.599, 5.504, 0.655], [1.028, 4.249, 0.259], [0.883, 5.240, -3.804], [0.925, 5.445, -5.561], [-0.570, 4.927, -4.765], [2.031, 3.315, -4.855], [0.585, 2.986, -5.860], [-0.861, 1.710, -1.947], [0.537, 0.600, -1.934], [0.770, 2.289, 2.119], [2.412, 1.569, 2.055], [-3.231, -1.444, -1.521], [-4.753, -3.212, -2.437], [-4.708, -5.292, 1.063], [-3.223, -3.633, 2.164], [-1.021, -3.627, 2.215], [0.363, -2.643, 2.749], [0.896, -2.284, 0.263], [-0.215, -3.613, -0.080], [2.099, -4.455, 0.101], [1.067, -5.116, 1.387], [3.829, -5.305, 2.009], [3.750, -4.364, 3.515], [2.454, -5.500, 3.122], [2.760, -1.857, 1.151], [4.032, -3.057, 0.841], [3.885, -2.287, 2.438], [-1.962, 2.668, 0.144], [-2.724, 4.919, 0.830], [-1.080, 6.727, 1.164], [1.320, 6.293, 0.803], [2.073, 4.049, 0.083]]}



{"formula": "C32H30FeN5", "method": "ωB97M-V/def2-TZVPD", "spin_multiplicity": 2, "homo_lumo_gap_ev": [7.0, 7.1], "total_charge": 2, "e_homo_ev": [-13.89, -13.90], "relative_energy_kj_mol": 6.9, "species": ["Fe", "C", "C", "C", "C", "N", "C", "C", "C", "C", "C", "C", "N", "H", "H", "H", "H", "H", "H", "H", "H", "C", "C", "C", "C", "C", "C", "C", "N", "C", "N", "C", "C", "C", "C", "C", "C", "C", "N", "C", "C", "C", "C", "C", "C", "C", "H", "H", "H", "H", "H", "H", "H", "H", "H", "H", "H", "H", "H", "H", "H", "H", "H", "H", "H", "H", "H", "H"], "positions_angstrom": [[0.426, 1.371, -0.164], [3.442, 1.943, 2.692], [4.024, 3.115, 2.239], [3.501, 3.757, 1.122], [2.409, 3.206, 0.486], [1.859, 2.053, 0.928], [2.354, 1.437, 2.005], [1.706, 3.794, -0.684], [2.054, 4.971, -1.312], [1.262, 5.430, -2.360], [0.143, 4.707, -2.745], [-0.142, 3.530, -2.077], [0.628, 3.085, -1.082], [3.817, 1.425, 3.562], [4.878, 3.537, 2.752], [3.942, 4.678, 0.768], [1.859, 0.524, 2.303], [2.919, 5.537, -0.998], [1.516, 6.353, -2.864], [-0.499, 5.044, -3.546], [-1.005, 2.925, -2.327], [-1.338, -3.621, 2.052], [-1.997, -4.018, 0.757], [-3.086, -4.889, 0.756], [-3.709, -5.267, -0.422], [-3.258, -4.779, -1.642], [-2.186, -3.905, -1.668], [-1.568, -3.535, -0.479], [-0.465, -2.607, -0.537], [-0.594, -1.316, -0.216], [-1.814, -0.881, 0.123], [-2.137, 0.372, 0.655], [-1.231, 1.425, 0.709], [-1.577, 2.641, 1.288], [-2.853, 2.809, 1.798], [-3.767, 1.759, 1.719], [-3.438, 0.539, 1.161], [-4.441, -0.583, 1.107], [0.449, -0.480, -0.235], [1.761, -1.030, -0.462], [2.390, -1.713, 0.577], [3.663, -2.226, 0.405], [4.312, -2.044, -0.810], [3.679, -1.367, -1.841], [2.393, -0.851, -1.694], [1.706, -0.167, -2.849], [-1.369, -4.446, 2.762], [-1.855, -2.777, 2.518], [-0.296, -3.338, 1.909], [-3.436, -5.288, 1.700], [-4.546, -5.952, -0.390], [-3.737, -5.079, -2.564], [-1.816, -3.510, -2.606], [0.438, -2.919, -0.862], [-2.554, -1.570, 0.093], [-0.857, 3.449, 1.342], [-3.136, 3.745, 2.257], [-4.766, 1.892, 2.113], [-5.398, -0.256, 1.504], [-4.117, -1.442, 1.703], [-4.617, -0.928, 0.084], [1.858, -1.852, 1.513], [4.144, -2.768, 1.208], [5.307, -2.439, -0.959], [4.188, -1.244, -2.789], [2.383, -0.078, -3.696], [1.365, 0.842, -2.606], [0.831, -0.730, -3.182]]}